Record 1
The following is a DFT calculation (the ωB97M-V functional and the def2-TZVPD basis) of 2 unconnected molecules or ions with the total composition C5H11FS.

Last column: Mulliken charge in e.
Atoms and positions in Å:
1 C -0.812 -1.114 -1.181  -0.957
2 C -0.373 -0.523 -0.081  0.668
3 C -0.292 -1.249 1.230  -1.328
4 C 0.061 0.919 -0.070  -0.433
5 C 1.582 1.041 -0.157  -1.229
6 H -0.869 -0.594 -2.124  0.292
7 H -1.115 -2.149 -1.193  0.293
8 H 0.740 -1.513 1.459  0.309
9 H -0.660 -0.620 2.038  0.309
10 H -0.874 -2.166 1.199  0.392
11 H -0.386 1.447 -0.915  0.362
12 H -0.283 1.397 0.850  0.360
13 H 2.054 0.485 0.650  0.325
14 H 1.884 2.082 -0.086  0.363
15 H 1.937 0.639 -1.104  0.307
16 F -4.882 -0.617 -0.274  -0.248
17 S -4.192 0.799 0.227  0.051
18 H -2.955 0.415 -0.151  0.166

Energy above the lowest of the compared OMol25 structures with the same formula, charge and spin   26.8 kcal per mole
LUMO energy   0.10 eV
Structure (SMILES)   C=C(C)CC.FS
HOMO level   -9.57 eV
HOMO-LUMO gap   9.7 eV

Record 2
The following is a DFT calculation (the ωB97M-V functional and the def2-TZVPD basis) of a molecular structure, C5H11FeNP in a non-equilibrium geometry.

Last column: Löwdin spin population.
Atoms and positions in Å:
1 C -0.730 1.408 -0.848  0.027
2 C -0.005 1.175 -2.068  0.117
3 C -0.465 0.024 -2.702  0.037
4 C -1.482 -0.548 -1.894  0.131
5 C -1.707 0.268 -0.745  0.029
6 Fe 0.026 -0.044 0.600  3.849
7 P 0.163 0.935 2.505  0.399
8 H -0.689 2.275 -0.191  0.009
9 H 0.607 1.919 -2.525  0.006
10 H -0.124 -0.358 -3.654  0.000
11 H -2.527 0.204 -0.050  0.016
12 H -2.090 -1.390 -2.183  0.007
13 H -0.946 1.069 3.386  0.050
14 H 0.539 2.319 2.477  0.080
15 H 1.095 0.519 3.465  0.034
16 N 0.769 -1.894 0.072  0.112
17 H 1.744 -2.191 0.031  0.013
18 H 0.368 -2.032 1.000  0.075
19 H 0.218 -2.475 -0.567  0.009

LUMO energy (spin up / spin down)   0.27 / -0.29 eV
HOMO level (spin up / spin down)   -3.93 / -8.02 eV
2S+1   6
HOMO-LUMO gap (spin up / spin down)   4.2 / 7.7 eV

Record 3
The following is a DFT calculation (the ωB97M-V functional and the def2-TZVPD basis) of a molecular structure, C5H11MgO4Tm in a non-equilibrium geometry.

Last column: Löwdin spin population.
Atoms and positions in Å:
1 O -1.484 1.181 -0.976  0.134
2 C -0.510 1.616 -1.878  0.014
3 C 0.484 0.528 -2.274  0.004
4 O 1.308 0.068 -1.230  0.001
5 C 0.831 -1.073 -0.469  0.002
6 C 1.400 -0.972 0.917  0.000
7 O 0.447 -0.216 1.718  0.004
8 C 0.766 -0.049 3.080  0.001
9 Tm -1.211 -0.331 0.339  2.134
10 H 0.053 2.475 -1.466  0.001
11 H -0.972 1.988 -2.812  0.004
12 H 1.146 0.932 -3.058  0.001
13 H -0.074 -0.327 -2.698  0.001
14 H 1.170 -2.004 -0.948  0.000
15 H 2.362 -0.431 0.978  0.000
16 H 1.505 -1.969 1.376  0.000
17 H -0.057 0.497 3.555  0.000
18 H 0.889 -1.026 3.573  0.000
19 H 1.695 0.534 3.175  0.000
20 Mg -3.437 0.996 -0.815  0.561
21 O -2.952 -0.751 -0.003  0.130
22 H -3.360 -1.666 -0.083  0.007

Energy above the lowest of the compared OMol25 structures with the same formula, charge and spin   0.0 kcal per mole
LUMO energy (spin up / spin down)   -3.70 / -4.27 eV
Net charge   +1
HOMO level (spin up / spin down)   -9.86 / -11.64 eV
2S+1   4
HOMO-LUMO gap (spin up / spin down)   6.2 / 7.4 eV

Record 4
The following is a DFT calculation (the ωB97M-V functional and the def2-TZVPD basis) of 2 unconnected molecules or ions with the total composition C5H11N in a non-equilibrium geometry.

Last column: Mulliken charge in e.
Atoms and positions in Å:
1 C -2.050 -0.458 0.901  -0.784
2 C -2.101 -0.260 -0.420  0.063
3 C -1.263 0.838 -1.012  -0.990
4 H -2.505 -1.356 1.321  0.242
5 H -1.762 0.293 1.635  0.261
6 H -2.781 -0.846 -1.024  0.351
7 H -0.789 1.559 -0.350  0.255
8 H -1.881 1.424 -1.710  0.371
9 H -0.515 0.399 -1.681  0.235
10 C 1.505 -1.414 0.048  -0.391
11 N 2.371 -0.555 -0.288  -0.369
12 C 2.331 0.736 0.402  -0.681
13 H 1.180 -2.133 -0.702  0.313
14 H 1.230 -1.451 1.126  0.312
15 H 1.669 0.769 1.268  0.308
16 H 3.354 0.913 0.737  0.284
17 H 2.005 1.543 -0.252  0.221

Energy above the lowest of the compared OMol25 structures with the same formula, charge and spin   59.9 kcal per mole
LUMO energy   1.12 eV
Structure (SMILES)   C=CC.C=NC
HOMO level   -9.12 eV
HOMO-LUMO gap   10.2 eV

Record 5
The following is a DFT calculation (the ωB97M-V functional and the def2-TZVPD basis) of C5H11N in the gas phase in a non-equilibrium geometry.

Last column: Mulliken charge in e.
Atoms and positions in Å:
1 C 0.199 -2.213 1.543  -0.996
2 C -0.291 -1.648 0.438  -0.014
3 C 0.816 -1.013 -0.473  -0.700
4 C 0.738 0.616 -0.399  -0.423
5 N -0.472 1.220 -1.146  -0.433
6 C -0.970 2.407 -0.398  -0.912
7 H 1.124 -2.115 1.893  0.404
8 H -0.386 -3.140 1.590  0.271
9 H -1.346 -1.603 0.301  0.341
10 H 0.744 -1.453 -1.619  0.258
11 H 1.859 -1.401 -0.179  0.350
12 H 1.714 0.920 -0.679  0.326
13 H 0.669 0.972 0.695  0.260
14 H -1.180 0.382 -1.050  0.247
15 H -1.186 2.241 0.636  0.340
16 H -0.100 2.997 -0.396  0.376
17 H -1.931 2.832 -0.757  0.302

Energy above the lowest of the compared OMol25 structures with the same formula, charge and spin   85.2 kcal per mole
LUMO energy   1.12 eV
Structure (SMILES)   C=CCCNC
HOMO level   -8.85 eV
HOMO-LUMO gap   10.0 eV

Record 6
The following is a DFT calculation (the ωB97M-V functional and the def2-TZVPD basis) of 2 unconnected molecules or ions with the total composition C5H11N in a non-equilibrium geometry.

Last column: Mulliken charge in e.
Atoms and positions in Å:
1 C -1.478 -0.666 1.099  -0.677
2 C -1.523 -0.351 -0.207  0.144
3 C -2.876 -0.517 -0.898  -1.163
4 H -0.551 -0.839 1.647  0.207
5 H -2.288 -0.442 1.786  0.234
6 H -0.759 0.145 -0.789  0.404
7 H -3.543 -0.934 -0.141  0.294
8 H -3.236 0.513 -1.080  0.255
9 H -2.886 -1.125 -1.797  0.315
10 C 2.145 0.830 1.258  -0.679
11 C 2.130 0.884 -0.076  0.121
12 N 1.743 -0.083 -0.992  -0.436
13 H 1.445 0.167 1.765  0.066
14 H 2.815 1.350 1.926  0.248
15 H 2.609 1.724 -0.586  0.236
16 H 1.802 -1.049 -0.740  0.210
17 H 2.039 0.160 -1.915  0.222

Energy above the lowest of the compared OMol25 structures with the same formula, charge and spin   62.4 kcal per mole
LUMO energy   1.05 eV
Structure (SMILES)   C=CC.C=CN
HOMO level   -8.11 eV
HOMO-LUMO gap   9.2 eV

Record 7
The following is a DFT calculation (the ωB97M-V functional and the def2-TZVPD basis) of C5H11N in the gas phase.

Last column: Mulliken charge in e.
Atoms and positions in Å:
1 C -0.491 -1.549 -1.070  -1.090
2 C -0.974 -0.068 -1.293  -0.704
3 C -0.346 0.832 -0.234  -0.082
4 C -0.747 0.673 1.189  -0.525
5 N 0.454 0.080 0.686  -0.048
6 C 1.765 0.480 1.073  -1.057
7 H 0.034 -1.750 -0.124  0.397
8 H -1.322 -2.248 -1.094  0.317
9 H 0.239 -1.807 -1.840  0.294
10 H -0.688 0.304 -2.289  0.324
11 H -2.070 0.046 -1.268  0.288
12 H 0.005 1.831 -0.514  0.422
13 H -1.564 -0.012 1.419  0.212
14 H -0.638 1.520 1.862  0.296
15 H 2.437 0.317 0.222  0.323
16 H 2.082 -0.179 1.886  0.285
17 H 1.824 1.531 1.390  0.350

Energy above the lowest of the compared OMol25 structures with the same formula, charge and spin   42.0 kcal per mole
LUMO energy   1.18 eV
Structure (SMILES)   CC[C@H]1CN1C
HOMO level   -8.65 eV
HOMO-LUMO gap   9.8 eV

Record 8
The following is a DFT calculation (the ωB97M-V functional and the def2-TZVPD basis) of C5H11N in the gas phase in a non-equilibrium geometry.

Last column: Mulliken charge in e.
Atoms and positions in Å:
1 C 1.884 -1.039 0.131  -1.277
2 C 0.730 -0.152 -0.379  -0.663
3 C 0.867 1.406 -0.438  -0.597
4 C -0.076 0.708 0.525  -0.010
5 C -1.616 0.452 0.226  -0.638
6 N -2.071 -0.818 -0.196  -0.484
7 H 2.342 -0.426 0.896  0.279
8 H 1.514 -2.018 0.629  0.268
9 H 2.662 -1.247 -0.681  0.284
10 H 0.087 -0.578 -0.943  1.005
11 H 0.593 1.841 -1.389  0.294
12 H 1.525 1.776 0.362  0.237
13 H 0.100 0.883 1.603  0.352
14 H -2.010 1.098 -0.533  0.337
15 H -2.150 0.475 1.157  0.243
16 H -1.423 -1.575 -0.247  0.187
17 H -2.957 -0.785 -0.722  0.184

Energy above the lowest of the compared OMol25 structures with the same formula, charge and spin   70.9 kcal per mole
LUMO energy   1.24 eV
Structure (SMILES)   C[C@@H]1C[C@H]1CN
HOMO level   -8.32 eV
HOMO-LUMO gap   9.6 eV

Record 9
The following is a DFT calculation (the ωB97M-V functional and the def2-TZVPD basis) of 2 unconnected molecules or ions with the total composition C5H11N in a non-equilibrium geometry.

Last column: Mulliken charge in e.
Atoms and positions in Å:
1 C -1.567 -0.636 -0.475  -0.480
2 C -0.406 -0.925 0.551  -0.725
3 C 0.358 0.299 0.882  -0.655
4 C 2.233 -0.160 -0.766  -0.653
5 C 1.592 0.661 0.243  -0.157
6 N -2.010 0.802 -0.180  -0.738
7 H -2.412 -1.359 -0.428  0.347
8 H -1.076 -0.725 -1.440  0.262
9 H -0.802 -1.212 1.511  0.299
10 H 0.250 -1.759 0.271  0.346
11 H 0.248 0.521 1.956  0.420
12 H -0.946 1.079 0.460  0.448
13 H 3.188 0.148 -1.266  0.263
14 H 2.071 -1.229 -0.640  0.226
15 H 1.885 1.703 0.450  0.331
16 H 0.613 0.490 -1.089  0.248
17 H -2.213 1.291 -1.134  0.218

Energy above the lowest of the compared OMol25 structures with the same formula, charge and spin   164.0 kcal per mole
LUMO energy   -0.37 eV
HOMO level   -7.28 eV
HOMO-LUMO gap   6.9 eV

Record 10
The following is a DFT calculation (the ωB97M-V functional and the def2-TZVPD basis) of C5H11N in the gas phase in a non-equilibrium geometry.

Last column: Mulliken charge in e.
Atoms and positions in Å:
1 C -1.890 0.507 -1.101  -1.116
2 C -1.018 0.453 0.133  0.073
3 N -0.498 -0.849 0.492  -0.316
4 C 0.488 -1.495 -0.354  -0.307
5 C 0.895 -0.757 0.892  -0.093
6 C 1.723 0.613 0.778  -1.321
7 H -2.034 1.557 -1.373  0.327
8 H -1.398 0.006 -1.942  0.295
9 H -2.871 0.049 -0.949  0.304
10 H -0.148 1.087 0.000  -0.045
11 H -1.537 0.830 1.023  0.313
12 H 0.331 -2.575 -0.464  0.233
13 H 0.852 -1.029 -1.270  0.238
14 H 1.117 -1.311 1.813  0.351
15 H 2.698 0.359 0.367  0.347
16 H 1.838 1.045 1.778  0.328
17 H 1.453 1.511 0.175  0.389

Energy above the lowest of the compared OMol25 structures with the same formula, charge and spin   46.3 kcal per mole
LUMO energy   1.12 eV
Structure (SMILES)   CCN1C[C@H]1C
HOMO level   -8.92 eV
HOMO-LUMO gap   10.0 eV

Record 11
The following is a DFT calculation (the ωB97M-V functional and the def2-TZVPD basis) of C5H11N in the gas phase.

Last column: Mulliken charge in e.
Atoms and positions in Å:
1 C -0.523 -2.543 0.597  -1.167
2 C -0.384 -1.036 0.694  -0.257
3 C 0.135 -0.345 -0.569  -0.684
4 N 0.161 1.051 -0.263  0.148
5 C 1.076 2.084 -0.013  -0.567
6 C -0.237 2.306 -0.744  -0.513
7 H -1.223 -2.822 -0.199  0.305
8 H -0.900 -2.960 1.537  0.333
9 H 0.441 -3.016 0.380  0.308
10 H -1.346 -0.567 0.935  0.264
11 H 0.293 -0.756 1.512  0.262
12 H -0.537 -0.538 -1.417  0.313
13 H 1.131 -0.724 -0.852  0.321
14 H 1.190 2.395 1.028  0.220
15 H 2.002 2.164 -0.596  0.243
16 H -1.099 2.732 -0.226  0.223
17 H -0.180 2.575 -1.804  0.247

Energy above the lowest of the compared OMol25 structures with the same formula, charge and spin   45.3 kcal per mole
LUMO energy   1.15 eV
Structure (SMILES)   CCCN1CC1
HOMO level   -8.13 eV
HOMO-LUMO gap   9.3 eV

Record 12
The following is a DFT calculation (the ωB97M-V functional and the def2-TZVPD basis) of 3 unconnected molecules or ions with the total composition C5H11N.

Last column: Mulliken charge in e.
Atoms and positions in Å:
1 C 2.353 0.708 -0.228  -1.186
2 C 1.244 -0.202 0.241  0.412
3 C 1.370 -1.642 0.292  -0.334
4 N 0.725 -1.266 -0.716  -0.482
5 H 2.956 1.061 0.617  0.297
6 H 1.943 1.588 -0.738  0.250
7 H 3.013 0.185 -0.927  0.360
8 H 0.473 0.274 0.850  0.305
9 H 1.718 -2.568 0.736  0.338
10 H -1.523 -0.799 1.724  -0.209
11 H -1.251 -1.176 2.307  0.206
12 C -2.027 1.276 -0.573  -0.382
13 C -2.316 0.000 -0.812  -0.598
14 H -1.038 1.679 -0.777  0.212
15 H -2.764 1.971 -0.176  0.241
16 H -3.307 -0.403 -0.615  0.261
17 H -1.568 -0.685 -1.205  0.309

Energy above the lowest of the compared OMol25 structures with the same formula, charge and spin   90.7 kcal per mole
LUMO energy   1.20 eV
Structure (SMILES)   C[C@@H]1C=N1.[H][H].C=C
HOMO level   -9.93 eV
HOMO-LUMO gap   11.1 eV

Record 13
The following is a DFT calculation (the ωB97M-V functional and the def2-TZVPD basis) of C5H11N in the gas phase in a non-equilibrium geometry.

Last column: Mulliken charge in e.
Atoms and positions in Å:
1 C 0.924 2.222 1.900  -0.971
2 C 0.254 1.418 0.759  -0.130
3 C 0.902 0.380 0.315  -0.254
4 N 0.459 -0.181 -0.919  -0.371
5 C -0.005 -1.597 -0.987  -0.245
6 C -1.522 -1.698 -1.381  -1.122
7 H 1.821 1.576 2.030  0.246
8 H 1.163 3.259 1.614  0.272
9 H 0.320 2.218 2.854  0.251
10 H -0.645 1.936 0.394  0.242
11 H 1.645 -0.089 0.826  0.373
12 H -0.381 0.448 -1.126  0.248
13 H 0.224 -2.184 -0.045  0.239
14 H 0.670 -2.125 -1.796  0.241
15 H -1.743 -2.870 -1.513  0.281
16 H -1.962 -1.424 -2.331  0.355
17 H -2.124 -1.289 -0.594  0.342

Energy above the lowest of the compared OMol25 structures with the same formula, charge and spin   50.1 kcal per mole
LUMO energy   1.16 eV
Structure (SMILES)   C/C=C/NCC
HOMO level   -8.12 eV
HOMO-LUMO gap   9.3 eV

Record 14
The following is a DFT calculation (the ωB97M-V functional and the def2-TZVPD basis) of C5H11N in the gas phase in a non-equilibrium geometry.

Last column: Mulliken charge in e.
Atoms and positions in Å:
1 C -2.284 -0.871 -1.317  -0.448
2 N -1.319 -0.975 -0.525  -0.290
3 C -1.467 -0.081 0.621  -0.630
4 C -0.035 0.533 0.592  -0.713
5 C 1.194 -0.333 0.205  -0.221
6 C 2.477 0.510 0.137  -1.214
7 H -3.301 -0.694 -0.956  0.329
8 H -2.074 -0.836 -2.378  0.263
9 H -1.956 -0.515 1.511  0.381
10 H -2.125 0.768 0.353  0.357
11 H -0.118 1.281 -0.211  0.258
12 H 0.155 1.058 1.528  0.369
13 H 1.052 -0.803 -0.774  0.302
14 H 1.337 -1.162 0.909  0.272
15 H 2.409 1.289 -0.635  0.321
16 H 3.344 -0.112 -0.119  0.343
17 H 2.699 1.006 1.088  0.322

Energy above the lowest of the compared OMol25 structures with the same formula, charge and spin   48.7 kcal per mole
LUMO energy   1.11 eV
Structure (SMILES)   C=NCCCC
HOMO level   -9.17 eV
HOMO-LUMO gap   10.3 eV

| no. | energy (eV) |
| --- | --- |
| 1 | -18914.67908 |
| 2 | -50524.29497 |
| 3 | -48520.76235 |
| 4 | -6850.93182 |
| 5 | -6849.83516 |
| 6 | -6850.82256 |
| 7 | -6851.70635 |
| 8 | -6850.45338 |
| 9 | -6846.41593 |
| 10 | -6851.52205 |
| 11 | -6851.56610 |
| 12 | -6849.59552 |
| 13 | -6851.35477 |
| 14 | -6851.41649 |